Entry from the Open Molecules 2025 dataset: C2H6N2O in the gas phase at a distorted geometry (ωB97M-V/def2-TZVPD).

Geometry as XYZ:
```
11
Properties=species:S:1:pos:R:3:mulliken_charge:R:1
C -1.652 -0.356 -0.022 -0.866
N -0.995 0.944 -0.033 -0.433
C 0.236 0.892 0.061 0.183
N 0.976 -0.239 0.352 -0.278
O 2.221 0.042 -0.269 -0.445
H -1.191 -0.814 -0.923 0.257
H -2.734 -0.460 -0.277 0.244
H -1.330 -0.828 0.874 0.360
H 0.885 1.832 0.092 0.328
H 0.603 -0.945 -0.282 0.300
H 2.982 -0.068 0.426 0.350
```

Structure (SMILES): C/N=C\NO
LUMO level in eV: 0.8147
Kohn-Sham gap in eV: 10.39
Calculated total energy in eV: -7195.99825
Total charge: 0
HOMO in eV: -9.58



Entry from the Open Molecules 2025 dataset: an isolated ion of composition C7H13N and charge +1 at a distorted geometry (ωB97M-V/def2-TZVPD).

Geometry as XYZ:
```
21
Properties=species:S:1:pos:R:3:mulliken_charge:R:1
C 1.899 2.118 -1.932 -1.115
C 0.746 2.219 -0.941 -0.416
C -0.347 1.054 -1.122 -0.482
N -0.482 -1.882 -0.442 -0.324
C -0.644 -0.918 0.472 0.447
C -0.592 0.451 0.158 -0.304
C -0.131 -2.005 2.626 -0.621
C -0.972 -1.340 1.854 -0.414
H 1.853 1.201 -2.515 0.316
H 2.867 2.017 -1.446 0.327
H 1.925 2.951 -2.621 0.281
H 0.194 3.157 -0.913 0.465
H 1.141 2.067 0.056 0.284
H -1.187 1.648 -1.489 0.278
H -0.078 0.294 -1.848 0.270
H -0.036 -2.711 -0.057 0.349
H 0.009 -1.575 -1.278 0.268
H -0.846 1.136 0.956 0.471
H -0.397 -2.323 3.623 0.286
H 0.867 -2.258 2.286 0.270
H -1.972 -1.069 2.150 0.365
```

Multiplicity: 2
LUMO level (alpha / beta) in eV: -3.5756 / -6.8886
Kohn-Sham gap (alpha / beta) in eV: 10.34 / 8.06
Calculated total energy in eV: -8951.00235
Expectation value of S²: 0.756
Total charge: +1
HOMO (alpha / beta) in eV: -13.92 / -14.95



Entry from the Open Molecules 2025 dataset: an isolated ion of composition C6H19N4 and charge +1 at a distorted geometry (ωB97M-V/def2-TZVPD).

Geometry as XYZ:
```
29
Properties=species:S:1:pos:R:3:mulliken_charge:R:1
C 1.183 -2.653 -0.036 -0.655
N 1.054 -1.305 -0.688 -0.483
N 0.119 -0.185 0.228 -0.138
N 0.958 0.889 0.475 -0.166
C 2.344 0.621 0.998 -0.918
C 1.164 1.907 -0.687 -0.903
C -1.347 -0.143 0.005 1.144
C -1.791 1.234 0.803 -1.462
C -1.872 -0.089 -1.428 -1.782
N -1.815 -1.330 0.573 -0.482
H 1.738 -2.334 0.843 0.268
H 0.143 -2.841 0.115 0.257
H 1.659 -3.247 -0.853 0.313
H 0.354 -1.383 -1.387 0.307
H 0.499 1.374 1.326 0.514
H 2.278 0.204 1.937 0.416
H 2.718 -0.006 0.301 0.471
H 3.040 1.594 0.975 0.310
H 0.277 1.988 -1.265 0.363
H 1.257 2.962 -0.151 0.381
H 1.963 1.683 -1.325 0.370
H -2.714 1.482 0.393 0.512
H -1.008 2.053 0.568 0.374
H -2.015 1.133 1.856 0.351
H -1.060 -0.066 -2.281 0.322
H -2.435 -0.993 -1.576 0.531
H -2.434 0.753 -1.576 0.411
H -2.468 -1.990 0.270 0.160
H -1.789 -1.315 1.587 0.216
```

Structure (SMILES): CNN([NH+](C)C)C(C)(C)N
LUMO level in eV: -2.7573
Kohn-Sham gap in eV: 9.88
Calculated total energy in eV: -12478.91605
Total charge: +1
HOMO in eV: -12.64



Entry from the Open Molecules 2025 dataset: a 5-piece molecular cluster, C30H65BrN2O8P2S2 overall (ωB97M-V/def2-TZVPD).

Geometry as XYZ:
```
110
Properties=species:S:1:pos:R:3:mulliken_charge:R:1
C -3.977 -0.976 0.800 -0.970
C -2.942 -1.670 1.700 -2.019
C -1.515 -1.788 1.079 1.997
P -1.681 -2.711 -0.573 0.362
O -0.246 -3.481 -0.638 -0.533
Br -3.005 -4.436 -0.040 -0.266
C -0.705 -2.587 2.092 -0.349
O -0.833 -3.744 2.374 -0.577
O 0.198 -1.818 2.706 -0.351
C 0.521 -0.696 1.873 -0.371
C -0.695 -0.424 0.963 1.435
C -0.248 -0.159 -0.504 -1.970
C 0.555 1.130 -0.764 -1.008
C 2.089 0.949 -0.746 -0.291
S 2.881 2.130 0.395 -0.047
C 3.763 1.219 1.641 -0.158
S 3.692 1.808 3.155 -0.127
N 4.685 0.231 1.211 0.192
C 4.137 -1.149 1.195 0.010
C 5.289 -2.163 1.205 -0.759
O 6.371 -1.657 0.460 -0.432
C 6.991 -0.606 1.192 -0.484
C 5.963 0.259 1.940 -0.901
P -1.516 1.139 1.573 0.852
N -0.644 2.303 2.144 -0.960
H -4.576 -1.716 0.258 0.407
H -4.648 -0.342 1.385 0.342
H -3.509 -0.344 0.034 -0.061
H -3.273 -2.682 1.938 0.678
H -2.863 -1.160 2.664 0.647
H -0.020 -3.973 0.170 0.379
H 0.820 0.130 2.520 0.358
H 1.387 -0.981 1.267 -0.286
H -1.143 -0.136 -1.138 0.429
H 0.358 -1.020 -0.822 0.816
H 0.271 1.510 -1.751 -0.006
H 0.276 1.913 -0.055 0.592
H 2.498 1.155 -1.740 0.599
H 2.391 -0.063 -0.492 -0.379
H 3.490 -1.319 2.068 0.265
H 3.567 -1.301 0.275 0.212
H 5.598 -2.404 2.232 0.318
H 4.964 -3.092 0.727 0.405
H 7.685 -1.037 1.931 0.333
H 7.563 -0.029 0.463 0.340
H 5.843 -0.084 2.976 0.403
H 6.303 1.297 1.988 0.509
H -2.525 0.756 2.463 -0.001
H -2.263 1.492 0.436 -0.079
H 0.355 2.158 2.229 0.260
C -3.413 -3.029 7.638 -1.000
C -3.437 -4.505 7.278 -0.317
O -3.483 -4.762 5.887 -0.486
C -2.394 -4.265 5.124 0.048
C -1.040 -4.813 5.537 -1.108
H -4.275 -2.516 7.209 0.267
H -3.445 -2.913 8.722 0.394
H -2.509 -2.533 7.281 0.249
H -4.342 -4.966 7.673 0.347
H -2.587 -5.021 7.740 0.294
H -2.382 -3.168 5.142 0.145
H -2.611 -4.563 4.099 0.169
H -0.772 -4.524 6.555 0.342
H -0.273 -4.430 4.865 0.387
H -1.039 -5.903 5.483 0.282
C -5.055 1.600 -2.504 -1.415
C -3.828 2.057 -1.735 -0.332
O -2.595 1.547 -2.207 -0.119
C -2.242 1.917 -3.535 -0.415
C -2.082 3.413 -3.734 -1.343
H -5.104 0.510 -2.534 0.301
H -5.955 1.976 -2.016 0.422
H -5.056 1.968 -3.531 0.353
H -3.892 1.694 -0.708 0.412
H -3.797 3.151 -1.678 0.428
H -2.958 1.504 -4.251 0.458
H -1.295 1.412 -3.721 0.340
H -3.018 3.953 -3.585 0.326
H -1.748 3.611 -4.753 0.427
H -1.342 3.818 -3.042 0.309
C -3.090 -2.662 -7.263 -1.035
C -1.628 -2.444 -6.912 -0.339
O -1.421 -1.736 -5.703 -0.433
C -1.943 -2.339 -4.528 0.422
C -1.362 -3.708 -4.239 -1.117
H -3.619 -1.709 -7.312 0.275
H -3.167 -3.151 -8.235 0.406
H -3.597 -3.296 -6.535 0.251
H -1.153 -1.828 -7.676 0.360
H -1.094 -3.401 -6.898 0.311
H -3.038 -2.389 -4.571 0.193
H -1.694 -1.649 -3.721 -0.257
H -1.612 -4.427 -5.020 0.367
H -1.756 -4.096 -3.299 0.285
H -0.275 -3.655 -4.161 0.313
C 4.762 8.164 -1.908 -1.016
C 3.415 7.464 -1.846 -0.345
O 3.488 6.053 -1.932 -0.431
C 4.229 5.404 -0.911 -0.230
C 3.701 5.645 0.492 -1.051
H 5.295 7.890 -2.819 0.287
H 4.616 9.245 -1.903 0.385
H 5.394 7.914 -1.055 0.262
H 2.807 7.760 -2.701 0.334
H 2.870 7.770 -0.945 0.310
H 5.290 5.679 -0.970 0.297
H 4.163 4.345 -1.155 0.280
H 3.779 6.694 0.783 0.374
H 4.277 5.063 1.213 0.333
H 2.654 5.348 0.571 0.285
```

Structure (SMILES): CC[C@]1(P(O)Br)C(=O)OC[C@]1(CCCSC(=S)N1CCOCC1)[PH2]=N.CCOCC.CCOCC.CCOCC.CCOCC
LUMO level in eV: -0.5008
Kohn-Sham gap in eV: 8.10
Calculated total energy in eV: -161812.28764
Total charge: 0
HOMO in eV: -8.60



Entry from the Open Molecules 2025 dataset: C4H7N in the gas phase at a distorted geometry (ωB97M-V/def2-TZVPD).

Geometry as XYZ:
```
12
Properties=species:S:1:pos:R:3:mulliken_charge:R:1
C 0.692 -0.712 1.015 -1.119
C -0.652 -0.163 0.512 -0.294
C -0.526 0.797 -0.641 -0.455
C 0.357 0.466 -1.831 0.229
N 1.019 0.302 -2.783 -0.419
H 0.626 -1.754 1.327 0.315
H 1.122 -0.221 1.887 0.290
H 1.476 -0.885 0.277 0.327
H -1.133 0.405 1.309 0.275
H -1.286 -0.985 0.179 0.282
H -0.142 1.758 -0.299 0.257
H -1.552 0.991 -0.954 0.313
```

Structure (SMILES): CCCC#N
LUMO level in eV: 0.8339
Kohn-Sham gap in eV: 12.34
Calculated total energy in eV: -5750.96274
Total charge: 0
HOMO in eV: -11.51



Entry from the Open Molecules 2025 dataset: a 10-piece molecular cluster, C70H146N6O14S4 overall at a distorted geometry (ωB97M-V/def2-TZVPD).

Geometry as XYZ:
```
240
Properties=species:S:1:pos:R:3:mulliken_charge:R:1
C 0.528 -0.256 -8.404 -1.928
C 1.695 -1.286 -8.617 1.554
C 2.308 -1.788 -7.356 -1.696
C 1.165 -2.448 -9.535 -1.172
C 2.289 -3.393 -10.037 -0.656
C 3.250 -2.606 -10.954 -1.301
C 3.792 -1.378 -10.186 1.525
C 4.942 -1.970 -9.261 -1.773
C 4.335 -0.463 -11.372 -1.921
N 2.742 -0.627 -9.454 0.351
O 3.285 0.545 -8.875 -0.485
H 0.138 0.255 -9.285 0.364
H -0.324 -0.727 -7.914 0.401
H 0.903 0.508 -7.723 0.438
H 2.721 -0.952 -6.793 0.387
H 1.490 -2.108 -6.710 0.438
H 3.002 -2.628 -7.385 0.292
H 0.442 -3.012 -8.946 0.451
H 0.675 -1.918 -10.352 0.427
H 2.853 -3.930 -9.274 0.362
H 1.952 -4.110 -10.785 0.358
H 2.739 -2.256 -11.851 0.454
H 4.011 -3.350 -11.189 0.370
H 5.901 -1.864 -9.767 0.477
H 4.867 -3.025 -8.995 0.293
H 5.175 -1.440 -8.338 0.360
H 5.011 0.257 -10.912 0.432
H 3.506 0.060 -11.849 0.463
H 4.794 -1.056 -12.163 0.409
H 2.921 1.319 -9.313 0.328
C 6.692 -3.074 -0.508 -1.801
C 5.696 -3.467 0.509 2.011
C 4.250 -3.319 -0.085 -2.214
C 5.946 -4.958 0.780 -1.362
C 7.269 -5.292 1.599 -0.800
C 7.287 -4.445 2.908 -1.069
C 6.978 -2.951 2.595 1.589
C 6.628 -2.362 4.040 -1.957
C 8.153 -2.080 2.018 -1.628
N 5.734 -2.767 1.806 0.075
O 5.343 -1.406 1.822 -0.419
H 7.609 -3.659 -0.575 0.274
H 6.273 -2.988 -1.510 0.437
H 7.007 -2.032 -0.449 0.334
H 4.109 -2.295 -0.431 0.533
H 4.177 -3.960 -0.963 0.487
H 3.480 -3.611 0.629 0.401
H 5.214 -5.349 1.486 0.415
H 5.792 -5.555 -0.119 0.390
H 7.308 -6.369 1.761 0.440
H 8.186 -5.170 1.022 0.354
H 8.335 -4.584 3.172 0.331
H 6.653 -4.838 3.702 0.469
H 6.676 -1.274 4.013 0.420
H 7.275 -2.810 4.794 0.449
H 5.606 -2.590 4.343 0.424
H 8.749 -1.481 2.706 0.396
H 7.705 -1.323 1.374 0.356
H 8.810 -2.684 1.393 0.324
H 4.386 -1.469 1.854 0.344
C -11.790 4.125 -2.911 -1.984
C -11.148 4.311 -4.331 1.325
C -11.409 3.091 -5.226 -1.603
C -11.875 5.573 -4.882 -1.005
C -11.078 6.285 -5.978 -0.850
C -9.554 6.543 -5.609 -1.112
C -8.846 5.212 -5.152 1.583
C -8.520 4.414 -6.454 -1.723
C -7.585 5.740 -4.462 -1.999
N -9.677 4.500 -4.120 0.355
O -9.069 3.445 -3.524 -0.472
H -11.482 3.174 -2.477 0.417
H -11.539 4.915 -2.203 0.445
H -12.876 4.037 -2.953 0.417
H -12.428 2.707 -5.261 0.430
H -11.020 3.367 -6.206 0.302
H -10.971 2.188 -4.800 0.361
H -12.809 5.310 -5.379 0.368
H -12.200 6.251 -4.094 0.422
H -11.150 5.712 -6.903 0.342
H -11.479 7.267 -6.228 0.406
H -9.483 7.327 -4.855 0.418
H -9.199 7.031 -6.517 0.431
H -7.872 4.924 -7.166 0.416
H -9.415 4.208 -7.041 0.317
H -8.211 3.430 -6.101 0.371
H -7.838 6.120 -3.473 0.485
H -7.074 6.555 -4.975 0.365
H -6.854 4.962 -4.243 0.413
H -8.655 3.859 -2.763 0.358
C -3.522 -6.132 -1.720 -2.072
C -4.944 -5.931 -2.229 1.744
C -5.377 -7.279 -2.823 -1.847
C -5.821 -5.466 -1.040 -1.137
C -7.259 -5.197 -1.405 -0.666
C -7.320 -4.071 -2.407 -1.200
C -6.415 -4.415 -3.686 1.361
C -7.135 -5.390 -4.634 -1.658
C -6.197 -2.985 -4.362 -1.827
N -5.061 -4.859 -3.281 0.305
O -4.067 -4.999 -4.237 -0.462
H -3.509 -6.553 -0.715 0.437
H -2.867 -6.714 -2.370 0.348
H -3.092 -5.155 -1.498 0.492
H -6.445 -7.486 -2.756 0.310
H -5.020 -7.363 -3.849 0.371
H -4.988 -8.138 -2.276 0.466
H -5.875 -6.248 -0.283 0.423
H -5.327 -4.597 -0.605 0.430
H -7.755 -5.994 -1.960 0.239
H -7.988 -4.917 -0.645 0.396
H -7.104 -3.095 -1.973 0.441
H -8.327 -3.938 -2.802 0.423
H -7.843 -4.801 -5.216 0.445
H -7.719 -6.169 -4.143 0.333
H -6.483 -5.949 -5.306 0.312
H -5.865 -2.288 -3.593 0.425
H -7.153 -2.616 -4.734 0.430
H -5.535 -3.020 -5.227 0.408
H -3.426 -4.325 -4.001 0.332
C -0.193 -5.402 9.490 -1.722
C -0.194 -6.872 9.102 1.856
C -0.576 -7.695 10.324 -2.030
C -1.228 -7.098 8.058 -1.389
C -0.782 -6.589 6.613 -0.666
C 0.435 -7.377 6.216 -1.216
C 1.569 -7.128 7.192 1.771
C 2.573 -8.195 6.898 -2.111
C 2.117 -5.670 6.964 -1.690
N 1.079 -7.435 8.598 0.220
O 2.096 -7.232 9.457 -0.508
H -1.047 -5.112 10.101 0.412
H 0.629 -5.098 10.138 0.384
H -0.072 -4.717 8.651 0.293
H 0.220 -7.712 11.067 0.412
H -1.513 -7.407 10.800 0.405
H -0.771 -8.748 10.124 0.420
H -1.502 -8.148 7.955 0.393
H -2.177 -6.634 8.326 0.432
H -1.562 -6.961 5.948 0.407
H -0.741 -5.522 6.397 0.329
H 0.756 -7.200 5.189 0.514
H 0.097 -8.406 6.342 0.346
H 3.504 -8.076 7.452 0.429
H 2.952 -8.231 5.876 0.397
H 2.170 -9.186 7.109 0.441
H 2.908 -5.407 7.667 0.395
H 1.423 -4.859 7.184 0.276
H 2.434 -5.585 5.924 0.428
H 2.311 -8.122 9.745 0.375
C -1.202 0.453 -1.255 -1.692
C -1.440 1.764 -0.599 1.830
C -0.802 2.886 -1.419 -2.151
C -3.032 2.020 -0.475 -1.241
C -3.643 1.242 0.683 -0.627
C -2.961 1.591 1.990 -1.017
C -1.456 1.285 2.003 1.438
C -0.963 2.004 3.275 -1.923
C -1.319 -0.265 2.105 -1.870
N -0.800 1.896 0.787 0.339
O 0.554 1.769 0.818 -0.443
H -0.301 0.490 -1.867 0.383
H -1.009 -0.397 -0.601 0.330
H -1.961 0.156 -1.979 0.318
H 0.228 2.571 -1.585 0.542
H -1.361 3.005 -2.347 0.414
H -0.796 3.873 -0.956 0.400
H -3.220 3.087 -0.595 0.373
H -3.596 1.630 -1.322 0.432
H -4.685 1.532 0.818 0.395
H -3.588 0.185 0.423 0.257
H -3.543 0.901 2.602 0.377
H -3.124 2.635 2.258 0.386
H -0.011 1.598 3.618 0.383
H -1.641 1.844 4.114 0.425
H -0.952 3.091 3.199 0.441
H -1.997 -0.803 1.442 0.354
H -1.529 -0.552 3.135 0.443
H -0.376 -0.729 1.817 0.366
H 0.899 2.664 0.808 0.338
O 7.563 5.003 7.361 -0.619
S 7.578 6.009 6.347 1.080
O 8.825 6.588 5.816 -0.681
C 6.599 5.327 4.987 -0.724
C 5.214 5.572 5.327 -0.533
C 5.195 7.100 5.808 -0.708
C 6.433 7.286 6.683 -0.548
H 6.934 4.323 4.729 0.436
H 6.957 6.041 4.245 0.315
H 4.575 5.215 4.520 0.366
H 4.871 4.958 6.160 0.248
H 4.353 7.345 6.455 0.315
H 5.065 7.707 4.912 0.349
H 6.299 7.452 7.752 0.427
H 6.936 8.186 6.330 0.278
O 2.963 2.153 12.755 -0.616
S 3.827 1.148 12.274 1.060
O 4.841 0.492 13.140 -0.656
C 2.935 -0.284 11.472 -0.634
C 3.187 0.018 9.992 -0.677
C 4.470 0.659 9.661 -0.545
C 4.664 1.762 10.742 -0.764
H 1.943 -0.362 11.917 0.401
H 3.562 -1.158 11.646 0.314
H 2.862 -0.879 9.466 0.383
H 2.457 0.786 9.734 0.293
H 4.672 1.145 8.707 0.343
H 5.323 0.005 9.838 0.280
H 3.999 2.536 10.358 0.361
H 5.643 2.238 10.784 0.455
O 0.410 10.754 2.851 -0.638
S 0.332 11.091 1.408 1.051
O 0.509 12.455 0.941 -0.632
C 1.185 9.947 0.280 -0.586
C 0.158 9.548 -0.781 -0.684
C -1.113 9.281 -0.019 -0.668
C -1.336 10.553 0.810 -0.653
H 1.502 9.068 0.842 0.372
H 2.072 10.333 -0.223 0.383
H -0.170 10.230 -1.565 0.321
H 0.374 8.616 -1.304 0.346
H -1.104 8.344 0.538 0.344
H -1.865 9.117 -0.791 0.301
H -2.124 10.424 1.553 0.385
H -1.582 11.390 0.157 0.357
O 6.885 5.218 -1.020 -0.628
S 5.653 4.802 -1.607 1.075
O 4.414 4.987 -0.884 -0.613
C 5.566 5.603 -3.284 -0.759
C 6.141 4.594 -4.354 -0.573
C 5.603 3.236 -3.918 -0.693
C 5.862 3.126 -2.391 -0.663
H 6.098 6.554 -3.296 0.413
H 4.506 5.822 -3.416 0.370
H 6.145 4.956 -5.382 0.381
H 7.209 4.443 -4.196 0.261
H 6.101 2.455 -4.494 0.326
H 4.543 3.066 -4.101 0.329
H 6.912 2.931 -2.175 0.372
H 5.189 2.401 -1.933 0.401
```

Structure (SMILES): CC1(C)CCCC(C)(C)N1O.CC1(C)CCCC(C)(C)N1O.CC1(C)CCCC(C)(C)N1O.CC1(C)CCCC(C)(C)N1O.CC1(C)CCCC(C)(C)N1O.CC1(C)CCCC(C)(C)N1O.O=S1(=O)CCCC1.O=S1(=O)CCCC1.O=S1(=O)CCCC1.O=S1(=O)CCCC1
LUMO level in eV: -0.1637
Kohn-Sham gap in eV: 8.05
Calculated total energy in eV: -155888.81608
Total charge: 0
HOMO in eV: -8.21



Entry from the Open Molecules 2025 dataset: C8H12F3N in the gas phase at a distorted geometry (ωB97M-V/def2-TZVPD).

Geometry as XYZ:
```
24
Properties=species:S:1:pos:R:3:mulliken_charge:R:1
C 1.438 -2.155 -1.510 -0.365
N 0.982 -1.083 -1.065 -0.449
C -0.314 -0.656 -0.700 0.743
C -0.845 0.200 -1.927 -1.629
C -1.381 -1.806 -0.394 0.771
F -2.565 -1.411 -0.080 -0.300
F -0.978 -2.591 0.579 -0.257
F -1.595 -2.552 -1.539 -0.287
C -0.212 0.202 0.600 1.246
C -1.432 1.004 0.847 -1.501
C 1.030 1.045 0.711 -0.809
C 0.767 -0.232 1.641 -0.964
H 2.489 -2.254 -1.815 0.275
H 0.876 -3.077 -1.474 0.191
H -1.007 -0.619 -2.622 0.467
H -1.748 0.744 -1.691 0.339
H 0.047 0.815 -2.181 0.401
H -1.169 2.101 0.561 0.358
H -1.790 0.884 1.849 0.328
H -2.314 0.672 0.154 0.327
H 0.879 2.097 1.238 0.290
H 1.780 0.851 0.004 0.344
H 1.160 -1.218 1.507 0.246
H 0.506 -0.309 2.727 0.238
```

Structure (SMILES): C=N[C@@](C)(C(F)(F)F)C1(C)CC1
LUMO level in eV: 0.9457
Kohn-Sham gap in eV: 10.49
Calculated total energy in eV: -18130.71647
Total charge: 0
HOMO in eV: -9.54